Below is C24H28N2O4S in the gas phase in a non-equilibrium geometry, with properties calculated with ωB97M-V/def2-TZVPD.

HOMO = -0.327 Eh
Relative energy (zero: lowest compared OMol25 entry of this formula, charge and spin) = 1.164 eV
SMILES = Cc1ccccc1S(=O)(=O)Cc1ccc(C(=O)NCCCN(C)Cc2ccccc2)o1

The geometry in XYZ format:
```
59
Properties=species:S:1:pos:R:3:forces:R:3:mulliken_charge:R:1
C -1.396790 3.477332 0.047628 0.018 0.215 0.096 -1.804
C -1.391474 2.062915 -0.435322 -0.167 0.062 0.108 0.633
C -2.133936 1.109404 0.263724 0.067 0.085 -0.172 -0.747
C -2.178216 -0.211249 -0.136892 -0.013 0.038 -0.037 -0.398
C -1.479243 -0.623549 -1.261368 0.051 0.017 0.019 -0.145
C -0.727563 0.301570 -1.959056 -0.002 -0.227 -0.154 -0.915
C -0.688529 1.624769 -1.549515 0.389 0.304 -0.384 0.406
S 0.427176 2.640880 -2.536468 0.554 -0.014 -0.175 1.329
O 0.138005 4.045720 -2.438676 -0.044 0.027 0.282 -0.708
O 0.504501 2.076087 -3.856605 0.027 -0.338 -0.001 -0.698
C 2.086296 2.348947 -1.742475 -1.157 -0.168 -0.221 -0.865
C 1.971730 2.566728 -0.297415 0.359 0.780 0.442 0.441
C 2.224562 3.657354 0.489528 -0.065 -0.553 -0.450 -0.848
C 1.828136 3.305546 1.797396 -0.306 -0.802 0.135 -0.757
C 1.346074 2.025316 1.724598 0.447 1.047 0.283 0.496
C 0.788052 1.151033 2.774616 -0.252 -0.341 -0.291 -0.005
O 0.779980 1.467959 3.949679 0.137 0.172 0.132 -0.721
N 0.265422 0.003087 2.291717 0.071 -0.096 -0.113 0.579
C -0.153106 -1.087130 3.134493 0.090 -0.126 0.321 -0.699
C 0.988373 -2.080217 3.402001 -0.020 0.119 -0.262 -0.816
C 1.802559 -2.363614 2.134140 -0.056 -0.010 0.288 -0.973
N 0.950246 -2.609672 0.979356 0.064 -0.038 0.012 0.934
C 1.608877 -2.274545 -0.266191 -0.007 -0.031 -0.034 -1.050
C 0.443882 -3.979561 0.959346 -0.055 0.158 -0.006 -1.320
C -0.757599 -4.099700 0.062101 0.033 -0.153 -0.011 0.294
C -0.641202 -4.574951 -1.237890 0.013 -0.013 0.086 -0.204
C -1.750437 -4.654577 -2.062814 -0.038 -0.007 -0.125 -0.637
C -2.993144 -4.263526 -1.595019 -0.040 -0.006 -0.088 -0.507
C -3.121968 -3.800019 -0.296271 -0.076 0.042 0.064 -0.593
C -2.011194 -3.718805 0.524334 0.030 -0.039 -0.025 -0.346
O 1.439515 1.570910 0.446740 0.070 -0.215 0.110 0.213
H -0.853698 4.130448 -0.625825 -0.095 0.079 0.181 0.332
H -2.423793 3.830312 0.129288 -0.060 0.043 0.015 0.509
H -0.951741 3.532478 1.041308 0.020 0.018 0.053 0.290
H -2.682019 1.425814 1.138957 -0.062 0.048 0.103 0.406
H -2.763897 -0.925657 0.420270 -0.065 -0.078 0.074 0.399
H -1.525424 -1.651448 -1.584017 0.008 -0.161 -0.051 0.412
H -0.175804 0.028194 -2.844651 0.019 -0.152 -0.094 0.518
H 2.764052 3.051500 -2.215967 -0.020 0.074 -0.086 0.568
H 2.340547 1.323558 -1.995612 0.100 -0.076 -0.039 0.321
H 2.641789 4.588890 0.168539 0.078 0.205 -0.156 0.555
H 1.880811 3.906305 2.681442 -0.027 0.061 0.238 0.591
H 0.369918 -0.216479 1.313469 -0.045 0.095 -0.056 -0.336
H -0.975322 -1.595022 2.628775 -0.021 0.050 0.077 0.017
H -0.502534 -0.664046 4.078572 -0.076 -0.088 -0.116 0.486
H 0.563031 -2.998285 3.808835 0.008 -0.050 0.095 0.463
H 1.664539 -1.664673 4.150205 0.003 -0.049 0.082 0.433
H 2.412296 -1.483360 1.917010 0.005 -0.067 -0.015 0.386
H 2.494419 -3.202041 2.321521 0.034 0.084 -0.078 0.383
H 0.909919 -2.420708 -1.087395 0.059 0.037 -0.099 0.252
H 1.904945 -1.225506 -0.251585 0.028 0.054 -0.031 0.162
H 2.504709 -2.888643 -0.452396 0.019 -0.016 -0.011 0.349
H 0.151454 -4.241446 1.977876 0.049 -0.060 -0.019 0.479
H 1.228402 -4.686416 0.634752 -0.034 0.037 0.081 0.471
H 0.323804 -4.893414 -1.606865 0.114 -0.020 -0.013 0.397
H -1.644207 -5.024738 -3.071987 0.004 -0.029 -0.079 0.398
H -3.858755 -4.325759 -2.237397 -0.072 -0.008 -0.050 0.384
H -4.092324 -3.505954 0.076850 -0.080 0.024 0.039 0.420
H -2.114938 -3.365958 1.540320 -0.010 0.055 0.129 0.388
```
Positions in Å, forces in eV/Å.

Below is a molecular structure, C24H28N4O3Pd, with properties calculated with ωB97M-V/def2-TZVPD.

Charge = +2
HOMO = -0.492 Eh
Relative energy (zero: lowest compared OMol25 entry of this formula, charge and spin) = 0.000 eV

The geometry in XYZ format:
```
60
Properties=species:S:1:pos:R:3:forces:R:3:mulliken_charge:R:1
Pd -0.017809 -0.239009 0.152825 -0.233 -0.051 -0.046 0.443
C 0.147790 -5.258033 4.221244 -0.005 0.001 0.002 -1.622
C 0.098589 -3.860877 3.668943 0.002 -0.028 0.003 0.359
C 1.004269 -2.897828 4.031296 0.015 0.021 -0.007 -0.356
C 0.890955 -1.569791 3.552522 -0.020 0.028 0.038 -0.149
C 1.668163 -0.463482 3.978506 0.008 -0.006 -0.007 -0.128
N 2.933778 -0.427453 4.286792 -0.004 0.004 0.008 0.020
C 3.949111 -1.459633 4.060682 -0.006 -0.003 0.001 -0.508
C 5.200794 -0.841766 3.438237 0.010 -0.004 0.002 -0.940
C 5.198506 -0.630845 1.922771 0.008 0.002 -0.006 -1.008
N 4.167462 0.270952 1.392494 -0.006 -0.013 0.003 0.052
C 4.357950 1.518743 1.083889 0.000 0.010 0.003 0.056
C 3.392581 2.374264 0.483856 0.022 0.012 -0.004 0.389
C 3.729066 3.723874 0.280490 0.007 -0.012 -0.001 -0.679
C 2.861486 4.643307 -0.278235 -0.013 0.007 -0.002 0.043
C 3.235479 6.088473 -0.460973 -0.001 0.001 -0.001 -1.604
C 1.605525 4.172414 -0.651458 0.021 0.006 0.000 -0.637
C 1.226632 2.839180 -0.485277 -0.014 -0.030 -0.015 -0.370
C -0.061082 2.434562 -0.914179 0.032 -0.064 0.076 0.603
N -1.104229 2.095689 -1.235784 -0.024 0.156 -0.097 -0.120
C -2.308647 1.546895 -1.820998 0.007 -0.052 0.052 -0.540
C -3.133970 0.675833 -0.862912 0.020 0.016 0.009 -0.794
C -2.785896 -0.818964 -0.799690 -0.067 0.009 0.055 -0.731
N -1.796621 -1.130910 0.229601 0.136 -0.048 -0.017 0.138
C -2.032459 -1.941397 1.182024 -0.120 0.289 0.304 0.256
C -1.028787 -2.237007 2.214705 0.086 0.065 0.025 0.368
C -0.917329 -3.496907 2.757815 -0.028 0.005 -0.013 -0.551
C -0.129250 -1.207166 2.632084 -0.022 -0.089 0.048 0.111
O -0.175322 0.003400 2.177290 0.057 -0.118 -0.114 -1.044
C 2.114185 1.871157 0.083497 -0.052 -0.067 -0.004 1.692
O 1.842419 0.632321 0.236831 -0.002 0.049 -0.007 -1.116
H 1.046366 -5.416789 4.814562 -0.001 0.000 0.002 0.375
H 0.136247 -5.997624 3.420355 0.003 0.000 -0.001 0.389
H -0.713851 -5.453267 4.861071 -0.001 -0.003 -0.003 0.349
H 1.774248 -3.144081 4.753553 -0.002 0.005 0.006 0.548
H 1.161977 0.495950 4.019662 0.003 0.003 0.000 0.538
H 3.284343 0.450850 4.647124 -0.001 -0.001 0.006 0.323
H 3.511596 -2.225574 3.419973 0.000 0.005 -0.004 0.476
H 4.201611 -1.924199 5.013936 0.002 -0.002 -0.002 0.341
H 6.037370 -1.512205 3.641715 0.002 0.004 0.007 0.416
H 5.444612 0.094346 3.950488 -0.005 0.005 -0.007 0.385
H 5.069123 -1.585127 1.411714 -0.006 0.000 0.003 0.379
H 6.168437 -0.234848 1.623493 0.000 -0.005 -0.004 0.510
H 3.245183 -0.090485 1.130395 0.003 0.007 -0.006 0.124
H 5.339220 1.930971 1.306769 -0.001 0.001 -0.001 0.484
H 4.718280 4.054852 0.580501 0.001 -0.001 0.002 0.448
H 4.316265 6.212391 -0.493304 0.000 0.000 0.002 0.396
H 2.853221 6.696156 0.360339 -0.001 0.001 -0.001 0.328
H 2.824797 6.486218 -1.387736 0.002 -0.001 -0.001 0.397
H 0.895546 4.861495 -1.094789 -0.002 -0.003 -0.001 0.590
H 0.766702 -0.744216 -2.128828 -0.018 -0.029 0.011 0.137
H -1.967590 0.982501 -2.687690 -0.007 -0.008 -0.018 0.330
H -2.887573 2.410626 -2.144803 -0.006 -0.014 0.006 0.456
H -4.158294 0.745118 -1.230796 0.003 -0.007 -0.014 0.371
H -3.141633 1.114981 0.136575 -0.006 -0.004 -0.002 0.391
H -2.365043 -1.148278 -1.749243 0.009 -0.008 0.004 0.335
H -3.692785 -1.391253 -0.597152 -0.011 0.009 0.006 0.425
H -3.022754 -2.384973 1.290526 0.059 -0.159 -0.216 0.410
H -1.628603 -4.258437 2.452688 0.005 -0.008 0.003 0.520
O -0.084824 -0.455430 -1.784560 0.166 0.118 -0.065 -0.802
```
Positions in Å, forces in eV/Å.

Below is a molecular structure, C24H28N4O3Zr in a non-equilibrium geometry, with properties calculated with ωB97M-V/def2-TZVPD.

Charge = +2
HOMO = -0.510 Eh
Relative energy (zero: lowest compared OMol25 entry of this formula, charge and spin) = 1.602 eV

The geometry in XYZ format:
```
60
Properties=species:S:1:pos:R:3:forces:R:3:mulliken_charge:R:1
Zr 5.166937 -6.556432 11.372338 -0.045 -0.626 0.325 0.697
C 9.375893 -9.033324 15.580213 0.420 0.996 -0.792 -1.551
C 8.820956 -8.670378 14.205917 -1.494 -0.296 0.081 -0.181
C 9.466213 -8.330305 13.036334 -0.245 -0.428 0.218 -0.373
C 8.737776 -8.188522 11.818805 -0.198 0.256 0.376 0.039
C 9.299546 -7.894478 10.530636 -0.675 0.338 -0.879 -0.313
N 10.268375 -7.109742 10.077208 -0.254 -0.872 1.047 -0.086
C 11.069361 -6.130202 10.826108 0.087 0.140 0.016 -0.607
C 10.379695 -4.753689 10.799896 -1.082 -0.064 1.010 -0.497
C 9.973439 -3.873164 9.618276 -0.279 -0.108 -0.363 -0.617
N 9.049698 -4.575411 8.709988 -1.056 0.288 0.369 -0.091
C 7.731708 -4.602454 8.777448 -0.844 0.758 -0.207 -0.229
C 6.771340 -3.689828 9.378903 0.670 -1.374 -0.449 -0.199
C 6.899912 -2.295831 9.613857 -1.603 -0.183 0.841 -0.475
C 5.857267 -1.619970 10.224619 -0.754 -0.095 0.134 0.076
C 5.706012 -0.077815 10.372119 0.758 -1.404 -0.347 -1.377
C 4.743127 -2.403103 10.686202 0.354 0.041 0.500 -0.445
C 4.551185 -3.763250 10.490863 -0.425 -0.590 0.147 0.712
C 3.290865 -4.568931 11.040482 1.172 2.195 -2.319 -0.209
N 3.043956 -5.789636 10.764027 1.057 -0.468 1.601 -0.162
C 1.812462 -6.457963 11.175541 -1.098 0.007 0.065 -0.684
C 1.849933 -7.419793 12.396797 1.179 0.376 -0.493 -0.757
C 2.731470 -8.687309 12.321040 -0.495 -0.295 0.278 -0.716
N 4.191592 -8.549734 12.206558 1.054 1.578 0.389 -0.262
C 5.042277 -8.712426 13.174417 0.042 -0.930 0.150 0.014
C 6.578361 -8.645373 13.021641 0.227 0.208 1.115 0.538
C 7.384200 -8.769338 14.164977 0.242 0.138 -1.076 -0.561
C 7.295755 -8.352796 11.827931 -0.660 0.389 -1.598 1.099
O 6.593123 -8.079184 10.719075 0.735 0.736 1.393 -1.079
C 5.546378 -4.397076 9.678836 -0.349 -0.194 0.416 0.489
O 5.360168 -5.650945 9.363841 0.965 0.057 0.898 -0.890
H 10.454991 -9.188736 15.619384 -0.112 0.147 -0.127 0.391
H 8.892625 -9.936600 15.883962 -0.192 -0.623 0.347 0.407
H 9.089028 -8.238880 16.278578 0.205 -0.180 0.007 0.367
H 10.546800 -8.325013 13.013814 0.128 0.161 0.012 0.604
H 8.702328 -8.322380 9.713438 0.303 0.025 0.214 0.512
H 10.467974 -7.166556 9.091638 -0.114 -0.167 -0.138 0.372
H 12.120356 -6.147676 10.486399 -0.572 -0.016 -0.023 0.446
H 11.046458 -6.435069 11.880491 0.214 0.121 -0.365 0.204
H 10.926875 -4.104671 11.471379 0.280 0.127 0.209 0.452
H 9.419260 -4.953932 11.322749 0.370 0.209 -0.084 0.204
H 10.779706 -3.458964 9.037662 0.486 -0.072 -0.248 0.463
H 9.438517 -3.014839 10.028939 0.074 -0.188 0.037 0.216
H 9.442351 -5.226940 8.058349 0.273 -0.303 -0.112 0.340
H 7.219009 -5.456355 8.294523 0.585 0.430 0.076 0.481
H 7.718932 -1.732649 9.262192 1.020 0.374 -0.370 0.723
H 6.137652 0.382635 9.484854 0.139 0.207 0.167 0.397
H 6.155510 0.338476 11.288631 -0.184 -0.272 -0.398 0.293
H 4.647399 0.114620 10.338075 -0.332 0.356 0.193 0.421
H 4.042120 -1.850543 11.287689 -0.454 0.057 0.098 0.494
H 2.565587 -3.862549 11.423279 -0.441 -0.137 0.497 0.487
H 1.478351 -7.029382 10.302509 0.090 0.070 0.060 0.359
H 1.023740 -5.711035 11.379724 0.320 -0.178 -0.055 0.430
H 0.825202 -7.751448 12.543253 -0.043 -0.145 -0.068 0.428
H 2.124062 -6.888741 13.284591 0.120 0.640 0.619 0.324
H 2.371905 -9.194456 11.425518 0.397 -0.455 0.043 0.341
H 2.496866 -9.289639 13.206263 -0.018 -0.051 -0.175 0.440
H 4.697063 -8.999627 14.224726 0.427 0.228 -1.335 0.370
H 6.904231 -8.979780 15.096465 -0.324 -0.102 0.521 0.506
O 5.481194 -5.744546 12.968354 -0.050 -0.836 -2.450 -0.775
```
Positions in Å, forces in eV/Å.

Below is 3 unconnected molecules or ions with the total composition C24H28N5O3 in a non-equilibrium geometry, with properties calculated with ωB97M-V/def2-TZVPD.

Charge = +3
HOMO = -0.582 Eh
Relative energy (zero: lowest compared OMol25 entry of this formula, charge and spin) = 0.000 eV

The geometry in XYZ format:
```
60
Properties=species:S:1:pos:R:3:forces:R:3:mulliken_charge:R:1
C 1.552981 -1.983688 -4.025448 0.921 1.791 -0.121 -0.931
N 1.577347 -1.599692 -2.575524 -0.742 -1.611 -0.375 0.161
C 2.706273 -1.239498 -1.957297 0.618 -0.292 0.044 -0.211
C 2.831321 -1.253042 -0.581992 -0.949 0.695 -0.698 -0.626
C 1.697227 -1.584567 0.176126 0.993 0.580 0.245 0.570
C 0.501402 -1.870634 -0.492887 0.041 -0.571 -0.097 -0.436
C 0.472624 -1.935442 -1.869834 0.771 0.068 0.592 -0.769
C 1.790791 -1.623834 1.665079 -1.410 -0.710 -0.254 1.048
C 1.200022 -2.720034 2.315433 0.682 0.719 0.200 -0.722
C 1.181314 -2.699054 3.686765 -0.237 -0.624 0.652 -0.523
N 1.658236 -1.670809 4.404144 -0.339 0.735 -0.709 0.120
C 2.154727 -0.590136 3.780945 -0.873 0.191 0.423 -0.357
C 2.220829 -0.538433 2.400301 0.867 -0.156 -0.044 -0.919
C 1.491388 -1.647902 5.880488 0.871 -0.706 -0.206 -0.891
H 1.533072 -3.048152 -4.228733 -0.204 -0.120 0.469 0.343
H 2.471218 -1.562649 -4.438172 -0.061 -0.241 -0.174 0.345
H 0.740013 -1.425836 -4.480980 -0.210 -0.361 -0.120 0.387
H 3.579758 -1.046012 -2.568997 -0.216 0.079 -0.185 0.471
H 3.784045 -0.889084 -0.222520 -0.065 -0.401 0.563 0.533
H -0.375167 -2.187558 0.055823 0.001 0.162 0.095 0.630
H -0.338591 -2.372918 -2.433526 -0.169 0.275 -0.003 0.542
H 0.788345 -3.557134 1.775108 -0.004 -0.099 0.048 0.648
H 0.745390 -3.487929 4.287564 0.027 -0.091 -0.187 0.471
H 2.243762 0.259214 4.446185 0.644 0.129 -0.335 0.367
H 2.668284 0.306479 1.896465 -0.239 0.220 0.231 0.476
H 1.744445 -0.672188 6.275829 -0.370 0.190 -0.154 0.328
H 2.251377 -2.337386 6.254484 -0.275 -0.112 0.220 0.437
H 0.490130 -1.982605 6.120516 -0.072 0.182 0.123 0.356
C -5.412880 -1.259116 -0.109833 0.194 -0.305 0.405 -0.966
N -4.188583 -0.502969 -0.486130 -0.296 -0.907 0.064 0.038
C -3.174747 -0.405351 0.396003 -0.482 1.284 -0.217 -0.268
C -2.099247 0.393264 0.074613 0.722 -0.021 -0.415 -0.312
C -1.989619 0.974499 -1.202967 -0.836 -0.029 0.398 0.995
C -3.051277 0.794509 -2.095963 0.437 0.008 0.231 -0.811
C -4.128488 0.022808 -1.712238 -0.033 0.540 -0.160 -0.587
C -0.882601 1.887633 -1.583792 0.767 0.417 0.076 1.082
C -0.260294 2.728458 -0.647559 -0.635 -0.853 1.434 -0.769
C 0.732597 3.604773 -0.963728 -0.101 -0.077 -1.607 -0.422
N 1.055747 3.711081 -2.281525 1.414 0.872 -0.027 0.005
C 0.554522 2.930912 -3.223594 -1.285 -1.164 0.463 -0.436
C -0.404770 1.974797 -2.879134 0.039 0.294 -0.844 -0.791
C 2.039938 4.750132 -2.725654 -0.443 0.149 0.177 -0.901
H -5.764224 -1.836930 -0.957961 -0.042 0.108 -0.089 0.411
H -6.181524 -0.587690 0.263952 0.030 0.163 -0.154 0.344
H -5.140425 -1.944963 0.687814 -0.051 -0.021 -0.009 0.378
H -3.352059 -0.771588 1.398619 0.230 -0.267 -0.047 0.672
H -1.339251 0.554767 0.830338 0.183 -0.015 0.266 -0.008
H -3.044412 1.326914 -3.036852 -0.234 -0.244 -0.130 0.629
H -4.999607 -0.126226 -2.335260 0.041 0.010 -0.052 0.473
H -0.560408 2.626389 0.389005 0.089 0.186 0.168 0.600
H 1.280927 4.256763 -0.302015 -0.221 -0.036 0.257 0.498
H 0.851059 3.051259 -4.254675 0.242 0.252 0.062 0.499
H -0.803679 1.380800 -3.693121 -0.013 -0.080 0.115 0.571
H 1.620615 5.212044 -3.614824 0.080 0.144 0.017 0.402
H 3.012343 4.326701 -2.960371 -0.046 -0.223 0.145 0.339
H 2.114191 5.484249 -1.930494 0.138 0.086 -0.079 0.319
N -0.522958 0.630203 3.365534 2.235 -0.800 0.628 0.981
O -1.028679 -0.513526 3.111171 -0.094 1.395 -0.175 -0.616
O -0.115108 1.368522 2.398903 -1.087 -0.544 0.405 -0.547
O -0.179654 0.917404 4.536403 -0.943 -0.243 -1.549 -0.649
```
Positions in Å, forces in eV/Å.

| no. | E_LUMO (eV) | total energy (Eh) | Kohn-Sham gap (eV) |
| --- | --- | --- | --- |
| 1 | 0.5 | -1739.996768 | 9.351 |
| 2 | -6.5 | -1503.428572 | 6.910 |
| 3 | -6.8 | -1422.654728 | 7.091 |
| 4 | -9.7 | -1429.763431 | 6.103 |